Record 1
43
Properties=species:S:1:pos:R:3 method="wB97M-V/def2-TZVPD" orbital_gap_ev="8.62 / 7.45" charge=0 lumo_ev="-1.735 / -2.888" s_squared=2.04 e_homo_ev="-10.351 / -10.337" multiplicity=3 relative_energy_kcal_mol=44.0 total_energy_ev=-95472.3730
Pd 2.321 -1.237 -0.209
N -1.810 -0.447 1.481
C -0.711 -1.399 1.725
C -1.055 -2.303 2.893
P 0.914 -0.602 2.033
O 0.817 -0.312 3.605
O 1.197 0.640 1.268
O 1.965 -1.688 1.795
P -0.632 -2.379 0.112
O -0.867 -3.900 0.592
O -1.818 -1.915 -0.631
O 0.750 -2.436 -0.529
H -2.406 -0.287 2.294
H -2.324 -0.876 0.659
H -1.451 0.491 1.082
H -1.226 -1.709 3.790
H -0.220 -2.970 3.097
H -1.932 -2.911 2.673
H 1.467 0.341 3.869
H -0.041 -4.382 0.655
O 3.926 -0.455 0.157
O 4.476 -1.627 0.053
C 1.782 -0.909 -4.653
C 2.213 -0.993 -3.305
N 2.614 -1.070 -2.231
H 1.153 -0.023 -4.763
H 1.199 -1.797 -4.902
H 2.647 -0.840 -5.315
F 1.636 3.023 0.396
C 1.508 2.399 -0.754
F 2.523 1.501 -0.873
F 1.688 3.279 -1.732
S -0.103 1.438 -1.032
O 0.310 0.051 -1.060
O -0.613 1.934 -2.265
N -1.062 1.694 0.189
S -1.584 3.187 0.403
O -1.897 3.387 1.780
O -0.810 4.143 -0.308
C -3.301 3.050 -0.389
F -3.313 3.064 -1.712
F -4.145 3.985 0.044
F -3.783 1.863 0.019


Record 2
20
Properties=species:S:1:pos:R:3 method="wB97M-V/def2-TZVPD" orbital_gap_ev=9.72 charge=+1 lumo_ev=-4.743 e_homo_ev=-14.464 relative_energy_kcal_mol=0.0 total_energy_ev=-26411.0321
N 1.989 -0.963 0.762
C 1.076 -0.035 0.340
N 0.855 1.060 1.081
C -0.247 1.923 0.587
O -0.070 2.058 -0.779
C -0.189 0.885 -1.521
N 0.417 -0.282 -0.828
C -0.421 -1.492 -0.685
C -1.550 -1.266 0.302
O -1.400 -1.406 1.471
Cl -3.079 -0.742 -0.353
H 2.854 -1.096 0.270
H 1.826 -1.487 1.605
H 0.743 0.778 2.058
H -1.226 1.542 0.889
H -0.133 2.908 1.026
H -1.208 0.645 -1.816
H 0.387 1.049 -2.428
H 0.185 -2.313 -0.319
H -0.808 -1.766 -1.661


Record 3
61
Properties=species:S:1:pos:R:3 method="wB97M-V/def2-TZVPD" orbital_gap_ev="5.14 / 4.57" charge=+2 lumo_ev="-7.322 / -7.896" s_squared=0.75 e_homo_ev="-12.462 / -12.462" multiplicity=2 total_energy_ev=-89486.9208
Cu -8.286 14.058 13.061
C -5.066 14.082 9.888
C -5.887 14.555 10.925
N -7.030 14.002 11.273
C -7.446 12.951 10.441
C -6.604 12.512 9.420
N -5.394 13.018 9.162
C -8.819 12.482 10.716
C -9.567 11.658 9.852
C -10.859 11.297 10.150
C -11.354 11.677 11.429
C -10.562 12.419 12.279
N -9.309 12.819 11.903
C -10.909 12.664 13.647
C -12.046 12.243 14.342
N -12.287 12.530 15.617
C -11.340 13.255 16.192
C -10.209 13.675 15.555
N -9.948 13.436 14.261
C -11.573 10.409 9.203
C -12.725 9.673 9.566
C -13.178 8.733 8.688
N -12.669 8.511 7.481
C -11.722 9.322 7.066
C -11.173 10.348 7.854
H -4.138 14.560 9.616
H -5.615 15.409 11.518
H -6.967 11.708 8.818
H -9.224 11.261 8.892
H -12.331 11.455 11.802
H -12.740 11.717 13.769
H -11.512 13.421 17.247
H -9.467 14.305 16.040
H -13.241 9.874 10.518
H -14.073 8.122 8.946
H -11.443 9.089 6.054
H -10.420 11.052 7.461
N -7.126 20.030 16.623
C -7.189 21.414 16.805
C -6.676 22.251 17.710
C -6.991 23.629 17.557
C -7.639 24.084 16.417
C -8.003 23.228 15.391
C -7.750 21.883 15.534
N -7.964 20.799 14.692
C -7.533 19.738 15.361
C -7.514 18.406 14.867
C -6.761 17.310 15.303
C -7.013 16.013 14.822
N -7.870 15.801 13.790
C -8.595 16.871 13.303
C -8.433 18.155 13.839
H -6.781 19.372 17.329
H -6.079 21.905 18.493
H -6.776 24.310 18.360
H -7.831 25.129 16.330
H -8.526 23.567 14.490
H -5.960 17.464 16.055
H -6.484 15.134 15.166
H -9.308 16.685 12.496
H -8.992 19.006 13.447